w:
{"formula": "C4H7BO2", "method": "ωB97M-V/def2-TZVPD", "elements": ["B", "C", "C", "C", "C", "O", "O", "H", "H", "H", "H", "H", "H", "H"], "xyz": [[1.384, 0.415, 0.803], [-0.902, -2.008, -0.320], [-1.223, 1.635, -0.758], [-1.362, -0.851, -0.784], [-0.783, 0.420, -0.503], [1.790, -0.694, 1.431], [2.031, 1.576, 0.647], [-1.385, -2.945, -0.541], [-0.026, -2.030, 0.303], [-2.162, 1.805, -1.278], [-0.681, 2.517, -0.463], [-2.248, -0.825, -1.416], [2.652, -0.687, 1.862], [2.914, 1.673, 1.016]], "e_homo_ev": -8.3311, "lumo_ev": -0.1}


x:
{"formula": "C4H7BO2", "method": "ωB97M-V/def2-TZVPD", "elements": ["C", "C", "C", "B", "O", "O", "C", "H", "H", "H", "H", "H", "H", "H"], "xyz": [[0.912, -0.295, 1.829], [0.318, -0.024, 0.535], [-0.279, 1.234, 0.024], [-0.872, 0.874, -1.303], [-1.587, 1.578, -2.287], [-0.615, -0.525, -1.518], [0.179, -1.032, -0.537], [0.619, -1.363, 1.925], [0.512, 0.228, 2.658], [2.046, -0.327, 1.882], [-0.217, 2.175, 0.646], [-2.008, 0.917, -2.856], [1.234, -1.435, -0.773], [-0.242, -2.005, -0.224]], "e_homo_ev": -9.2093, "lumo_ev": 0.7}


Q: Which of them is the most stable? A: x.


w:
{"formula": "C3H4NO", "method": "ωB97M-V/def2-TZVPD", "elements": ["C", "C", "C", "N", "O", "H", "H", "H", "H"], "xyz": [[-1.166, 0.407, -0.033], [0.155, 1.182, -0.003], [0.740, -0.991, 0.020], [-0.950, -0.879, 0.033], [1.087, 0.328, 0.037], [-2.078, 0.962, -0.025], [0.362, 2.285, 0.068], [0.733, -1.711, 0.848], [1.118, -1.583, -0.945]], "e_homo_ev": -16.7849, "total_charge": 1, "lumo_ev": -7.2}


x:
{"formula": "C3H4NO", "method": "ωB97M-V/def2-TZVPD", "elements": ["C", "C", "C", "N", "O", "H", "H", "H", "H"], "xyz": [[-1.472, -0.050, -0.022], [0.338, 0.779, 0.007], [0.353, -0.788, 0.009], [-1.222, 1.129, -0.035], [-1.077, -1.253, 0.078], [0.523, 1.187, 1.086], [0.999, 1.338, -0.765], [0.637, -0.982, -1.055], [0.922, -1.360, 0.697]], "e_homo_ev": -17.1384, "total_charge": 1, "lumo_ev": -7.7}


y:
{"formula": "C3H4NO", "method": "ωB97M-V/def2-TZVPD", "elements": ["C", "C", "C", "N", "O", "H", "H", "H", "H"], "xyz": [[2.105, 1.204, 0.309], [-2.949, -0.060, -0.226], [0.471, -0.651, -0.013], [1.268, 0.419, 0.197], [-4.076, -0.023, -0.246], [2.664, 1.990, 0.107], [0.976, -1.389, -0.501], [-0.621, -0.456, -0.572], [0.162, -1.034, 0.944]], "e_homo_ev": -16.7304, "total_charge": 1, "lumo_ev": -5.4}


z:
{"formula": "C3H4NO", "method": "ωB97M-V/def2-TZVPD", "elements": ["C", "C", "C", "N", "O", "H", "H", "H", "H"], "xyz": [[2.182, 0.237, 0.501], [-0.616, 1.374, 0.188], [-0.932, -1.022, -0.346], [-0.674, 0.248, 0.098], [3.089, 0.884, 0.628], [-1.672, -0.977, -1.141], [-0.188, 2.364, 0.227], [-1.233, -1.713, 0.569], [0.043, -1.396, -0.723]], "e_homo_ev": -17.4257, "total_charge": 1, "lumo_ev": -5.2}


Q: Which of them is the most stable? A: z.


w:
{"formula": "C3H4NO", "method": "ωB97M-V/def2-TZVPD", "elements": ["C", "C", "C", "N", "O", "H", "H", "H", "H"], "xyz": [[0.333, 1.391, 0.163], [0.353, -0.370, 0.572], [-0.428, -0.035, -0.818], [0.847, 0.957, 1.153], [-0.443, 1.450, -0.823], [-0.755, -1.475, 1.608], [1.230, -0.898, 0.599], [0.283, -0.459, -1.703], [-1.418, -0.560, -0.750]], "e_homo_ev": [-15.8036, -15.8017], "total_charge": 1, "lumo_ev": [-6.8, -6.8]}


x:
{"formula": "C3H4NO", "method": "ωB97M-V/def2-TZVPD", "elements": ["C", "C", "C", "N", "O", "H", "H", "H", "H"], "xyz": [[0.455, -2.404, -0.239], [-1.845, 2.492, 0.854], [0.728, 0.044, -0.194], [0.571, -1.288, 0.001], [-2.625, 3.310, 0.758], [0.641, -3.420, -0.534], [0.117, 0.501, -0.999], [1.818, 0.088, -0.167], [0.141, 0.678, 0.519]], "e_homo_ev": -16.6356, "total_charge": 1, "lumo_ev": -5.3}


y:
{"formula": "C3H4NO", "method": "ωB97M-V/def2-TZVPD", "elements": ["C", "C", "C", "N", "O", "H", "H", "H", "H"], "xyz": [[2.177, -0.059, 0.025], [0.504, -0.756, -0.101], [0.357, 0.837, 0.132], [1.935, -1.230, 0.041], [1.700, 1.387, -0.067], [-0.305, -1.124, 0.521], [0.200, -1.195, -1.209], [-0.222, 1.237, -0.604], [-0.056, 1.005, 1.069]], "e_homo_ev": -17.5096, "total_charge": 1, "lumo_ev": -7.9}


Q: Which of them is the most stable? A: x.


w:
{"formula": "C3H14NO2", "method": "ωB97M-V/def2-TZVPD", "elements": ["C", "C", "C", "N", "H", "H", "H", "H", "H", "H", "H", "H", "H", "H", "H", "H", "O", "H", "H", "O"], "xyz": [[1.137, -0.956, -0.851], [0.023, -1.526, -0.103], [-0.840, -2.733, -0.698], [-0.853, -0.365, 0.264], [1.832, -0.430, -0.188], [0.974, -0.593, -1.894], [1.779, -1.789, -1.255], [0.208, -1.724, 1.028], [-0.611, -3.783, -0.293], [-1.903, -2.764, -0.541], [-0.708, -2.766, -1.860], [-0.983, -0.099, 1.342], [-1.807, -0.256, -0.251], [-0.263, 0.480, -0.130], [-0.554, 3.534, 2.276], [0.130, 4.969, 2.232], [-0.208, 4.301, 1.637], [0.543, 2.854, 0.102], [1.443, 1.762, -0.693], [0.661, 1.885, -0.123]], "e_homo_ev": -14.9560, "total_charge": 1, "lumo_ev": -3.4}


x:
{"formula": "C3H14NO2", "method": "ωB97M-V/def2-TZVPD", "elements": ["C", "C", "C", "N", "H", "H", "H", "H", "H", "H", "H", "H", "H", "H", "H", "H", "O", "H", "H", "O"], "xyz": [[-2.796, 0.050, -0.683], [-1.326, -0.113, -0.501], [-0.733, 1.288, -0.210], [-0.984, -1.024, 0.643], [-3.360, -0.887, -0.734], [-3.341, 0.621, 0.088], [-3.027, 0.738, -1.498], [-0.773, -0.579, -1.319], [-1.385, 1.737, 0.546], [-0.712, 1.911, -1.096], [0.229, 1.286, 0.305], [-1.467, -0.780, 1.506], [-1.351, -1.959, 0.458], [0.062, -1.113, 0.781], [4.718, -0.166, -0.988], [5.376, 0.919, -0.240], [4.611, 0.333, -0.164], [2.201, -1.315, 1.567], [2.363, -0.131, 0.655], [1.695, -0.816, 0.883]], "e_homo_ev": -14.7847, "total_charge": 1, "lumo_ev": -3.0}


Q: Which of them is the most stable? A: x.


w:
{"formula": "CO4S", "method": "ωB97M-V/def2-TZVPD", "elements": ["C", "O", "O", "O", "O", "S"], "xyz": [[-0.934, -0.407, -0.209], [0.290, 0.933, -0.381], [-0.836, -0.879, -1.270], [1.887, -0.657, 0.521], [-1.385, -0.291, 0.868], [1.702, 0.626, -0.105]], "e_homo_ev": -11.5904, "lumo_ev": -2.4}


x:
{"formula": "CO4S", "method": "ωB97M-V/def2-TZVPD", "elements": ["C", "O", "O", "O", "O", "S"], "xyz": [[1.137, -0.440, -0.269], [0.652, 0.338, -0.999], [-1.763, -0.066, -1.104], [-1.140, -0.112, 1.233], [1.615, -1.159, 0.513], [-1.922, 0.535, 0.197]], "e_homo_ev": -12.0851, "lumo_ev": -1.4}


Q: Which of them is the most stable? A: x.